Record 1
The following is a DFT calculation (wB97M-V/def2-TZVPD) of C2H5NO2 in the gas phase at a distorted geometry.

Its total energy is -7736.174 eV. As for the molecular weight: 75.07 g/mol.

```
! wB97M-V def2-TZVPD RIJCOSX def2/J DEFGRID3
* xyz 0 1
C -1.32 0.49 -0.85
O -0.11 1.35 -0.10
N 0.49 0.09 -0.09
C 1.16 -0.22 0.95
O 1.71 -1.44 1.08
H -1.05 0.54 -1.91
H -1.67 -0.49 -0.54
H -2.10 1.20 -0.60
H 1.41 0.47 1.74
H 1.47 -1.98 0.32
*
```

Record 2
The following is a DFT calculation (wB97M-V/def2-TZVPD) of C2H5NO2 in the gas phase.

Its total energy is -7740.381 eV. As for the molecular weight: 75.07 g/mol.

```
! wB97M-V def2-TZVPD RIJCOSX def2/J DEFGRID3
* xyz 0 1
N -0.42 -1.10 -0.98
C 0.64 -0.24 -0.45
C 0.22 0.61 0.73
O 0.72 0.58 1.82
O -0.81 1.41 0.40
H -0.37 -2.03 -0.59
H -1.33 -0.71 -0.79
H 1.02 0.44 -1.22
H 1.48 -0.83 -0.10
H -1.14 1.87 1.19
*
```

Record 3
The following is a DFT calculation (wB97M-V/def2-TZVPD) of C2H5NO2 in the gas phase at a distorted geometry.

Its total energy is -7739.271 eV. As for the molecular weight: 75.07 g/mol.

```
! wB97M-V def2-TZVPD RIJCOSX def2/J DEFGRID3
* xyz 0 1
O 0.85 -0.31 -1.82
C -0.25 0.14 -1.49
N -0.76 0.09 -0.13
C 0.21 -0.55 0.82
O 0.56 0.54 1.62
H -0.93 0.69 -2.18
H -1.69 0.41 0.08
H 1.14 -1.04 0.35
H -0.20 -1.15 1.65
H 1.07 1.17 1.10
*
```

Record 4
The following is a DFT calculation (wB97M-V/def2-TZVPD) of 2 unconnected molecules or ions with the total composition C2H5NO2 at a distorted geometry.

Its total energy is -7740.651 eV. As for the molecular weight: 75.07 g/mol.

```
! wB97M-V def2-TZVPD RIJCOSX def2/J DEFGRID3
* xyz 0 1
O 0.66 1.82 1.16
C 0.37 2.38 0.21
O 0.08 2.95 -0.74
C -0.13 -1.04 -0.66
N -0.07 -1.29 0.77
H -0.55 -0.06 -0.94
H -0.75 -1.82 -1.12
H 0.88 -1.11 -1.07
H 0.51 -0.60 1.23
H -1.00 -1.23 1.18
*
```

Record 5
The following is a DFT calculation (wB97M-V/def2-TZVPD) of C2H5NO2 in the gas phase at a distorted geometry.

Its total energy is -7737.830 eV. As for the molecular weight: 75.07 g/mol.

```
! wB97M-V def2-TZVPD RIJCOSX def2/J DEFGRID3
* xyz 0 1
C -1.00 -1.55 0.19
N -0.21 -0.31 -0.03
O 0.89 -0.46 -0.87
C -0.19 0.81 0.57
O 0.60 1.74 0.21
H -0.51 -2.11 1.03
H -0.94 -1.93 -0.91
H -2.07 -1.15 0.41
H 1.23 0.51 -0.83
H -1.07 0.96 1.23
*
```

Record 6
The following is a DFT calculation (wB97M-V/def2-TZVPD) of C2H5NO2 in the gas phase at a distorted geometry.

Its total energy is -7739.544 eV. As for the molecular weight: 75.07 g/mol.

```
! wB97M-V def2-TZVPD RIJCOSX def2/J DEFGRID3
* xyz 0 1
N 1.45 1.18 -0.09
C 0.83 -0.08 -0.44
C -0.65 -0.38 -0.04
O -1.41 -0.94 -0.81
O -0.77 -0.02 1.30
H 2.04 1.34 -0.92
H 2.11 1.10 0.71
H 1.01 -0.14 -1.53
H 1.29 -0.88 0.00
H -0.22 0.75 1.40
*
```

Record 7
The following is a DFT calculation (wB97M-V/def2-TZVPD) of 2 unconnected molecules or ions with the total composition C2H5NO2 at a distorted geometry.

Its total energy is -7738.957 eV. As for the molecular weight: 75.07 g/mol.

```
! wB97M-V def2-TZVPD RIJCOSX def2/J DEFGRID3
* xyz 0 1
N 1.23 0.39 1.31
C 0.64 0.97 0.23
O 1.15 1.15 -0.85
H 1.01 0.69 2.23
H 2.02 -0.19 1.05
H -0.17 1.65 0.58
C -1.49 -1.19 -1.13
O -0.38 -1.61 -1.26
H -2.42 -1.71 -1.44
H -1.59 -0.16 -0.71
*
```

Record 8
The following is a DFT calculation (wB97M-V/def2-TZVPD) of C2H5NO2 in the gas phase.

Its total energy is -7740.719 eV. As for the molecular weight: 75.07 g/mol.

```
! wB97M-V def2-TZVPD RIJCOSX def2/J DEFGRID3
* xyz 0 1
C 1.61 0.02 0.01
O 0.33 -0.61 0.01
C -0.69 0.26 0.00
N -1.88 -0.40 0.01
O -0.54 1.47 0.00
H 2.34 -0.80 -0.17
H 1.79 0.52 0.96
H 1.67 0.77 -0.80
H -1.93 -1.39 -0.04
H -2.71 0.16 0.02
*
```

Record 9
The following is a DFT calculation (wB97M-V/def2-TZVPD) of 2 unconnected molecules or ions with the total composition C2H5NO2P at a distorted geometry.

Its total energy is -17027.325 eV. As for the molecular weight: 106.04 g/mol.

```
! wB97M-V def2-TZVPD RIJCOSX def2/J DEFGRID3
* xyz -1 1
C 1.04 -1.10 1.63
C -0.64 1.15 -1.28
N -0.01 0.75 0.01
O 1.94 -0.71 0.85
O 0.88 -1.85 2.59
P -0.69 -0.10 1.32
H -1.54 1.71 -1.06
H 0.00 1.63 -2.01
H -0.88 0.13 -1.79
H 1.04 0.56 -0.16
H -1.15 -2.18 -0.10
*
```

Record 10
The following is a DFT calculation (wB97M-V/def2-TZVPD) of C2H5NO2S in the gas phase at a distorted geometry.

Its total energy is -18573.311 eV. As for the molecular weight: 107.13 g/mol.

```
! wB97M-V def2-TZVPD RIJCOSX def2/J DEFGRID3
* xyz 0 1
C -1.19 0.98 0.05
N -0.40 -0.21 -0.07
O -1.10 -1.38 -0.31
C 0.91 -0.50 0.05
O 1.32 -1.67 0.09
S 1.92 0.95 -0.09
H -2.14 0.61 -0.23
H -1.31 1.14 1.15
H -0.59 1.73 -0.59
H -0.39 -1.99 -0.37
H 2.97 0.32 0.31
*
```

Record 11
The following is a DFT calculation (wB97M-V/def2-TZVPD) of C2H5NO2S in the gas phase at a distorted geometry.

Its total energy is -18573.857 eV. As for the molecular weight: 107.13 g/mol.

```
! wB97M-V def2-TZVPD RIJCOSX def2/J DEFGRID3
* xyz 0 1
O 0.69 1.48 -0.64
C 0.30 0.56 0.02
C -1.08 0.43 0.63
S -2.26 -0.23 -0.55
N 1.08 -0.55 0.27
O 2.27 -0.61 -0.49
H -1.48 1.39 0.97
H -0.96 -0.20 1.54
H -1.40 -1.12 -1.07
H 0.54 -1.43 0.22
H 2.30 0.27 -0.91
*
```

Record 12
The following is a DFT calculation (wB97M-V/def2-TZVPD) of a molecular structure, C2H5NO2S.

Its total energy is -18573.838 eV. As for the molecular weight: 107.13 g/mol.

```
! wB97M-V def2-TZVPD RIJCOSX def2/J DEFGRID3
* xyz 0 1
C -0.54 0.80 0.19
C -0.24 -0.66 0.26
N 0.55 1.59 0.10
O -1.65 1.32 0.22
O -3.38 -1.01 0.12
S -3.70 0.43 -0.02
H -1.01 -1.22 -0.28
H 0.75 -0.88 -0.13
H -0.29 -0.98 1.31
H 0.40 2.59 0.02
H 1.49 1.24 0.05
*
```

Record 13
The following is a DFT calculation (wB97M-V/def2-TZVPD) of C2H5NO2S in the gas phase at a distorted geometry.

Its total energy is -18571.946 eV. As for the molecular weight: 107.13 g/mol.

```
! wB97M-V def2-TZVPD RIJCOSX def2/J DEFGRID3
* xyz 0 1
C -0.40 0.57 -0.76
N 0.64 -0.42 -0.57
C 0.98 -0.97 0.90
S 2.20 0.02 -0.01
O 3.30 -0.65 -0.58
O 2.28 1.43 0.29
H -0.29 1.33 -1.59
H -1.40 0.12 -0.86
H -0.54 1.38 -0.01
H 0.26 -0.53 1.64
H 1.14 -1.93 0.61
*
```

Record 14
The following is a DFT calculation (wB97M-V/def2-TZVPD) of C2H5NO2Si in the gas phase at a distorted geometry.

Its total energy is -15611.770 eV. Its expectation value of S² is 2.02. As for the molecular weight: 103.15 g/mol.

```
! wB97M-V def2-TZVPD RIJCOSX def2/J DEFGRID3
* xyz 0 3
C -0.26 1.00 -0.01
C -1.66 0.43 -0.04
N 0.74 0.10 0.18
O -0.10 2.16 -0.18
O 2.25 0.35 0.04
Si 1.83 -1.22 0.06
H -1.79 0.39 -1.13
H -2.34 1.29 0.26
H -2.02 -0.44 0.53
H 2.06 -2.01 1.28
H 1.29 -2.06 -0.99
*
```

Record 15
The following is a DFT calculation (wB97M-V/def2-TZVPD) of 2 unconnected molecules or ions with the total composition C2H5NO3 at a distorted geometry.

Its total energy is -9786.683 eV. As for the molecular weight: 91.07 g/mol.

```
! wB97M-V def2-TZVPD RIJCOSX def2/J DEFGRID3
* xyz 0 1
O -2.27 -2.48 1.45
C -1.77 -1.43 1.86
N -0.61 -0.82 1.25
C 0.21 -1.65 0.49
O 0.50 -1.40 -0.65
H -2.30 -0.65 2.52
H -0.91 0.02 0.80
H 0.46 -2.57 1.06
O 2.95 5.81 -3.27
H 3.27 5.32 -4.12
H 3.59 6.63 -3.37
*
```

Record 16
The following is a DFT calculation (wB97M-V/def2-TZVPD) of C2H5NO3 in the gas phase at a distorted geometry.

Its total energy is -9783.087 eV. As for the molecular weight: 91.07 g/mol.

```
! wB97M-V def2-TZVPD RIJCOSX def2/J DEFGRID3
* xyz 0 1
C 1.74 -0.41 0.08
O 0.38 -0.88 -0.37
C -0.21 0.37 -0.10
O 0.49 1.34 0.02
N -1.71 0.46 -0.52
O -2.36 -0.50 0.34
H 1.68 0.22 0.97
H 2.53 0.17 -0.63
H 2.36 -1.32 0.26
H -1.89 1.36 0.31
H -3.00 -0.81 -0.35
*
```

Record 17
The following is a DFT calculation (wB97M-V/def2-TZVPD) of 2 unconnected molecules or ions with the total composition C2H5NO3S at a distorted geometry.

Its total energy is -20617.442 eV. As for the molecular weight: 123.13 g/mol.

```
! wB97M-V def2-TZVPD RIJCOSX def2/J DEFGRID3
* xyz 0 1
C -0.76 1.42 -0.43
C 0.44 -0.76 1.06
N -0.68 -1.80 -0.24
O -0.26 -2.87 -0.38
O 0.53 -0.53 -1.40
O 1.84 1.12 -0.14
S 0.64 0.35 -0.23
H -1.43 0.59 -0.47
H -0.83 2.27 0.40
H -0.68 1.97 -1.30
H -0.13 -0.58 1.89
H 1.33 -1.18 1.25
*
```

Record 18
The following is a DFT calculation (wB97M-V/def2-TZVPD) of 3 unconnected molecules or ions with the total composition C2H5NO4 at a distorted geometry.

Its total energy is -11832.073 eV. As for the molecular weight: 107.06 g/mol.

```
! wB97M-V def2-TZVPD RIJCOSX def2/J DEFGRID3
* xyz 0 1
O 1.61 -1.26 0.32
C 0.56 -0.75 1.09
N 0.07 0.50 1.19
C 0.56 1.58 0.39
O 1.45 1.17 -0.35
O -0.16 2.49 0.37
H 0.05 -1.48 1.64
H -0.73 0.82 1.77
H 0.90 -0.19 -0.44
H -1.61 -0.14 -1.98
H -1.53 -1.75 -2.23
O -1.17 -0.99 -1.75
*
```

Record 19
The following is a DFT calculation (wB97M-V/def2-TZVPD) of 2 unconnected molecules or ions with the total composition C2H5NO4 at a distorted geometry.

Its total energy is -11832.444 eV. As for the molecular weight: 107.06 g/mol.

```
! wB97M-V def2-TZVPD RIJCOSX def2/J DEFGRID3
* xyz 0 1
C 0.99 0.10 1.27
C 0.91 0.39 -0.21
O 1.01 -0.47 -1.07
O 0.70 1.69 -0.56
H 0.87 -0.96 1.33
H 1.64 0.58 1.97
H 0.09 0.54 1.72
H 0.69 1.91 -1.47
O -2.88 -0.38 0.06
N -1.78 -0.40 -0.38
O -1.54 -1.52 -1.06
H -0.71 -1.49 -1.60
*
```

Record 20
The following is a DFT calculation (wB97M-V/def2-TZVPD) of 2 unconnected molecules or ions with the total composition C2H5NO4 at a distorted geometry.

Its total energy is -11835.493 eV. As for the molecular weight: 107.06 g/mol.

```
! wB97M-V def2-TZVPD RIJCOSX def2/J DEFGRID3
* xyz 0 1
O -2.02 0.35 0.05
C -1.48 -0.57 0.60
N -0.11 -0.58 0.85
C 0.83 0.35 0.37
O 2.00 0.27 0.62
O 0.39 1.49 -0.24
H -1.96 -1.42 1.13
H 0.37 -1.46 0.96
H -0.57 1.46 -0.13
O 0.37 -0.95 -1.60
H 0.91 -1.66 -1.96
H -0.46 -0.93 -2.10
*
```